# C2H4ClN

A 2-piece molecular cluster, C2H4ClN overall at a distorted geometry (ωB97M-V/def2-TZVPD, the Open Molecules 2025 dataset).

Geometry as XYZ:
```
8
Properties=species:S:1:pos:R:3:forces:R:3
C -0.02043 -0.50667 -0.68505 -0.09 0.64 -0.17
C -1.20633 0.00996 0.02956 0.80 -0.53 1.25
N -0.56475 -1.16008 0.49672 0.18 0.07 0.47
Cl -2.92614 0.07610 0.00285 0.53 0.17 -0.59
H -0.05691 -1.00325 -1.61231 -0.47 -0.88 -0.96
H 0.94573 -0.03656 -0.56441 -0.13 0.65 0.09
H 0.08101 2.46625 0.44448 -0.14 -0.17 0.01
H 0.09203 -1.06997 1.28069 -0.68 0.05 -0.10
```
Forces are in eV/Å.

Summary:
orbital gap (alpha / beta): 8.0939 / 10.0902 eV
strongest force on any atom: 1.6 eV/A
LUMO energy (alpha / beta): -0.0119 / -0.0049 Ha
ΔE to the lowest compared entry with this formula, charge and spin: 565.30 kJ/mol